#1
Density functional theory data (ωB97M-V/def2-TZVPD) for one molecule with the formula C4H8N4.

- multiplicity = 1
- SMILES string = CN(C#N)C/N=C/N
- gap between HOMO and LUMO (hartree) = 0.3476
- lowest unoccupied orbital energy (hartree) = 0.0319

XYZ file:
```
16
C4H8N4, DFT ωB97M-V/def2-TZVPD
C 1.677 -1.324 -0.493
N 0.568 -0.827 0.336
C -0.712 -1.351 0.345
N -1.535 -2.155 0.530
C 0.808 0.431 1.053
N -0.050 1.405 0.419
C -0.963 1.056 -0.457
N -2.146 1.747 -0.532
H 2.602 -1.374 0.089
H 1.449 -2.327 -0.863
H 1.827 -0.650 -1.342
H 1.851 0.750 0.968
H 0.535 0.309 2.107
H -0.718 0.539 -1.397
H -2.242 2.576 0.042
H -2.951 1.195 -0.805
```


#2
Density functional theory data (ωB97M-V/def2-TZVPD) for one molecule with the formula C4H8N4.

- multiplicity = 1
- SMILES string = [H]/N=c1\[nH]cc(N)n1C
- gap between HOMO and LUMO (hartree) = 0.2804
- lowest unoccupied orbital energy (hartree) = 0.0312

XYZ file:
```
16
C4H8N4, DFT ωB97M-V/def2-TZVPD
H -3.227 -0.376 -0.135
N -2.522 0.365 -0.150
C -1.319 -0.253 -0.092
N -0.926 -1.549 0.095
C 0.440 -1.805 0.038
C 0.979 -0.561 -0.069
N 2.171 0.002 -0.066
N -0.106 0.365 -0.190
C 0.033 1.833 0.161
H -1.657 -2.255 0.198
H 0.825 -2.746 0.148
H 2.901 -0.522 -0.579
H 2.333 1.037 0.124
H -0.911 2.418 -0.175
H 0.908 2.131 -0.555
H 0.077 1.916 1.247
```


#3
Density functional theory data (ωB97M-V/def2-TZVPD) for C4H8N4 as an isolated structure.

- multiplicity = 1
- gap between HOMO and LUMO (hartree) = 0.3300
- lowest unoccupied orbital energy (hartree) = 0.0101

XYZ file:
```
16
C4H8N4, DFT ωB97M-V/def2-TZVPD
C 1.801 -0.244 -0.201
C -0.320 1.317 0.279
C -1.683 -0.724 0.825
C -1.914 -0.469 -0.707
H 1.612 -2.149 0.238
H 2.349 0.742 -0.194
H -1.474 1.560 0.960
H 0.439 3.316 0.318
H -1.254 0.102 1.523
H -2.293 -1.668 1.250
H -2.747 -1.262 -1.198
H -2.126 0.472 -1.191
N 2.347 -1.394 0.206
N 0.331 0.009 -0.325
N 0.487 2.310 -0.078
N -0.567 -0.981 -0.215
```


#4
Density functional theory data (ωB97M-V/def2-TZVPD) for C4H8N4 as an isolated structure.

- multiplicity = 1
- gap between HOMO and LUMO (hartree) = 0.3453
- lowest unoccupied orbital energy (hartree) = 0.0342

XYZ file:
```
16
C4H8N4, DFT ωB97M-V/def2-TZVPD
C -3.177 0.593 -0.317
C -1.396 -0.048 0.403
C 1.862 0.482 -0.114
C 1.077 -0.512 0.743
N -2.162 1.027 0.368
N -1.864 -1.120 -0.299
N -3.093 -0.672 -0.719
N -0.150 0.066 1.185
H -4.038 1.189 -0.597
H 1.507 0.375 -1.249
H 1.514 1.390 0.296
H 2.987 0.253 -0.171
H 0.759 -1.478 0.224
H 1.650 -0.946 1.703
H -3.806 -1.360 -1.112
H -0.037 1.061 1.450
```


Computed stability ranking, most favorable first: #4, #2, #1, #3


#1
Density functional theory data (ωB97M-V/def2-TZVPD) for one molecule with the formula C4H8N4.

- multiplicity = 1
- SMILES string = [H]/N=C\N/C(=N\[H])N1CC1
- gap between HOMO and LUMO (hartree) = 0.3715
- lowest unoccupied orbital energy (hartree) = 0.0289

XYZ file:
```
16
C4H8N4, DFT ωB97M-V/def2-TZVPD
H 1.788 -0.375 2.836
N 1.659 -1.516 2.569
C 0.788 -1.490 1.492
N 0.366 -0.189 1.021
C -0.046 -0.170 -0.326
N 0.402 -0.621 -1.452
H 1.023 -1.520 -1.658
N -0.680 1.100 -0.294
C -1.842 1.175 -1.214
C -0.605 1.619 -1.643
H 0.539 -2.339 0.723
H 0.030 0.588 1.702
H -2.281 -0.029 -1.332
H -2.627 1.623 -0.968
H -0.096 1.107 -2.476
H -0.373 2.717 -1.600
```


#2
Density functional theory data (ωB97M-V/def2-TZVPD) for one molecule with the formula C4H8N4.

- multiplicity = 1
- SMILES string = [H]/N=C1/CC/C(=N/N)N1
- gap between HOMO and LUMO (hartree) = 0.3410
- lowest unoccupied orbital energy (hartree) = 0.0295

XYZ file:
```
16
C4H8N4, DFT ωB97M-V/def2-TZVPD
H -0.983 1.435 2.808
N -0.178 0.845 2.758
C 0.055 0.482 1.519
C 1.427 -0.143 1.146
C 1.361 -0.178 -0.346
C -0.081 -0.074 -0.697
N -0.521 -0.352 -1.872
N -1.832 -0.645 -2.070
N -0.728 0.403 0.422
H 2.310 0.364 1.490
H 1.483 -1.154 1.458
H 1.922 0.640 -0.992
H 1.696 -1.123 -0.769
H -1.845 -1.389 -2.760
H -2.448 0.099 -2.471
H -1.639 0.792 0.376
```


Computed stability ranking, most favorable first: #2, #1


#1
Density functional theory data (ωB97M-V/def2-TZVPD) for an isolated ion of composition C4H9N2O2 and charge +1.

- multiplicity = 1
- SMILES string = N[C@]1(C(=[NH2+])O)C[C@H]1O
- gap between HOMO and LUMO (hartree) = 0.4172
- lowest unoccupied orbital energy (hartree) = -0.1194
- total charge = +1

XYZ file:
```
17
C4H9N2O2, DFT ωB97M-V/def2-TZVPD
N -0.388 1.843 -0.451
C -0.037 0.488 -0.011
C -1.322 -0.365 0.177
N -1.425 -1.616 0.469
O -2.325 0.356 -0.131
C 1.130 0.308 0.905
C 1.176 -0.172 -0.550
O 1.159 -1.509 -0.901
H 0.259 2.430 -0.054
H 0.000 1.809 -1.397
H -0.567 -2.014 0.922
H -2.376 -2.086 0.640
H -1.986 1.313 -0.450
H 1.145 -0.536 1.645
H 1.694 1.048 1.187
H 1.788 0.475 -1.233
H 2.076 -1.773 -0.764
```


#2
Density functional theory data (ωB97M-V/def2-TZVPD) for C4H9N2O2 as an isolated structure.

- multiplicity = 1
- gap between HOMO and LUMO (hartree) = 0.3450
- lowest unoccupied orbital energy (hartree) = -0.1724
- total charge = +1

XYZ file:
```
17
C4H9N2O2, DFT ωB97M-V/def2-TZVPD
N 1.727 -0.948 -0.327
C 1.044 0.322 -0.799
C 0.544 0.937 0.513
N -0.718 1.475 0.510
C -1.737 0.637 -0.021
C -1.612 -0.796 0.296
O -0.490 -1.390 0.684
O 1.334 0.996 1.442
H 0.902 -1.415 0.231
H 2.473 -0.727 0.367
H 2.123 -1.594 -1.040
H 0.309 0.043 -1.506
H 1.801 0.987 -1.285
H -0.979 1.960 1.452
H -2.713 1.162 -0.222
H -1.463 -0.314 -0.825
H -2.546 -1.335 0.530
```


#3
Density functional theory data (ωB97M-V/def2-TZVPD) for C4H9N2O2 as an isolated structure.

- multiplicity = 1
- gap between HOMO and LUMO (alpha / beta) (hartree) = 0.3263 / 0.3263
- lowest unoccupied orbital energy (alpha / beta) (hartree) = -0.2411 / -0.2410
- total charge = +1

XYZ file:
```
17
C4H9N2O2, DFT ωB97M-V/def2-TZVPD
C -0.793 -0.564 -1.157
C -1.736 -0.857 -0.048
C 1.110 -0.786 0.513
C 0.039 1.455 0.154
N -2.865 -0.026 0.090
N -0.011 0.083 -0.119
O -3.815 -0.469 0.644
O -2.807 1.066 -0.381
H -0.128 -1.266 -1.636
H -1.287 0.203 -1.825
H -1.594 -1.455 0.868
H 1.800 -0.133 1.061
H 0.683 -1.322 1.404
H 1.511 -1.523 -0.181
H 0.653 1.790 0.954
H 0.463 2.029 -0.753
H -0.966 1.806 0.606
```


Computed stability ranking, most favorable first: #1, #2, #3


#1
Density functional theory data (ωB97M-V/def2-TZVPD) for a 2-piece molecular cluster, C4H11OP overall.

- multiplicity = 1
- gap between HOMO and LUMO (hartree) = 0.3430
- lowest unoccupied orbital energy (hartree) = 0.0027

XYZ file:
```
17
C4H11OP, DFT ωB97M-V/def2-TZVPD
C -0.153 1.237 1.091
C -0.238 0.635 -1.311
C -1.059 -0.937 0.394
C 0.010 0.121 0.054
O 2.654 0.428 -0.230
P 1.672 -0.598 0.108
H 0.718 1.802 1.160
H -1.150 1.690 0.861
H -0.183 0.864 2.051
H 0.262 1.466 -1.482
H -1.382 0.863 -1.500
H -0.065 -0.204 -2.136
H -1.505 -1.356 -0.525
H -0.734 -1.916 0.870
H -1.920 -0.536 0.988
H 2.068 -1.572 1.048
H 1.006 -1.987 -1.442
```


#2
Density functional theory data (ωB97M-V/def2-TZVPD) for a 2-piece molecular cluster, C4H11OP overall.

- multiplicity = 1
- gap between HOMO and LUMO (alpha / beta) (hartree) = 0.3035 / 0.2961
- lowest unoccupied orbital energy (alpha / beta) (hartree) = 0.0219 / 0.0310

XYZ file:
```
17
C4H11OP, DFT ωB97M-V/def2-TZVPD
C -1.771 1.561 -0.046
C 1.398 -1.592 0.883
C -1.818 0.085 -0.017
C 0.935 -0.579 -0.133
O 0.960 -1.018 -1.468
P 1.773 1.039 -0.321
H -2.602 2.049 0.462
H -1.856 1.912 -1.082
H -0.707 1.819 0.271
H 1.581 -1.227 1.852
H 2.324 -1.995 0.416
H 0.715 -2.480 0.994
H -2.240 -0.328 -0.915
H -1.694 -0.460 0.955
H 1.125 -1.930 -1.489
H 1.160 1.788 0.814
H 0.718 1.354 -1.176
```


Computed stability ranking, most favorable first: #1, #2